1.
Computed, not measured: a 2-piece molecular cluster, C5H14 overall, with ωB97M-V with the def2-TZVPD basis set.

Atoms and positions in Å:
C  -1.826  1.654  2.098
C  -1.395  0.450  2.935
H  -1.684  1.475  1.013
H  -2.840  2.020  2.284
H  -1.203  2.546  2.183
H  -1.444  -0.533  2.428
H  -0.369  0.667  3.275
H  -1.973  0.400  3.888
C  1.701  -0.905  -1.653
C  1.259  0.467  -2.186
C  0.594  -1.934  -1.498
H  2.280  -0.693  -0.764
H  2.433  -1.319  -2.403
H  0.373  0.836  -1.670
H  2.139  1.105  -2.318
H  -0.310  -1.493  -1.093
H  0.767  -2.739  -0.793
H  1.163  0.426  -3.298
H  0.335  -2.429  -2.428

Atoms 1-3, force components in eV/Å:
0.0 0.4 -1.3
0.2 0.5 1.1
-0.5 -0.3 0.4

energy = -5411.2977 eV
max |F| = 2.404 eV/A
Kohn-Sham gap = 0.44613 Ha
structure (SMILES) = CCC.CC

=====

2.
Computed, not measured: C17H28ClOPW as an isolated structure, with ωB97M-V with the def2-TZVPD basis set.

Atoms and positions in Å:
C  4.301  1.567  -2.702
C  3.464  1.839  -3.896
C  4.833  2.711  -1.924
C  4.964  0.247  -2.578
Cl  1.664  0.859  -0.558
H  5.723  3.156  -2.397
H  5.139  2.414  -0.920
H  4.103  3.517  -1.832
H  4.072  2.103  -4.776
H  2.783  2.675  -3.734
H  2.873  0.969  -4.186
H  5.880  0.185  -3.186
H  4.319  -0.566  -2.915
H  5.265  0.037  -1.551
C  -2.576  1.301  1.365
C  -1.645  2.112  2.051
C  -0.818  2.751  1.093
H  -1.587  2.234  3.119
C  -1.257  2.339  -0.186
C  -2.335  1.451  -0.019
H  -2.898  0.975  -0.803
H  -3.355  0.707  1.812
H  -0.010  3.434  1.294
H  -0.804  2.616  -1.121
C  -0.184  -1.783  2.349
C  -0.544  -0.773  3.264
C  0.550  0.114  3.392
H  -1.491  -0.684  3.770
C  1.587  -0.342  2.557
C  1.134  -1.510  1.902
H  1.690  -2.087  1.186
H  -0.786  -2.627  2.062
H  0.581  0.995  4.011
H  2.538  0.137  2.405
W  -0.274  0.338  1.020
C  -3.449  -1.766  -1.635
P  -2.969  -2.040  0.173
C  -4.440  -1.762  1.345
C  -2.421  -3.828  0.347
O  -1.781  -1.040  0.557
H  -2.548  -1.926  -2.305
H  -3.838  -0.746  -1.764
H  -4.264  -2.507  -1.909
H  -5.226  -2.530  1.117
H  -4.091  -1.866  2.427
H  -4.875  -0.774  1.162
H  -1.486  -3.998  -0.273
H  -2.275  -4.118  1.425
H  -3.239  -4.514  -0.037

Atoms 1-3, force components in eV/Å:
2.4 0.6 -1.9
-1.1 -0.3 0.8
-1.1 -0.3 0.9

energy = -43751.3773 eV
<S²> = 2.03
net charge = +2
max |F| = 5.516 eV/A
Kohn-Sham gap (spin up / spin down) = 0.15735 / 0.24876 Ha
2S+1 = 3

=====

3.
Computed, not measured: a 2-piece molecular cluster, C5H7N4 overall, with ωB97M-V with the def2-TZVPD basis set.

Atoms and positions in Å:
C  -0.105  2.102  -1.693
C  0.193  2.347  -0.347
C  -0.373  0.827  -1.778
C  0.218  -1.355  1.208
C  -0.467  -0.943  -0.024
N  0.033  1.286  0.377
N  -0.166  0.278  -0.554
N  0.706  -1.942  0.126
N  0.249  -1.563  2.559
H  -0.419  2.861  -2.481
H  0.419  3.378  0.049
H  -0.524  0.011  -2.518
H  -1.804  -1.677  -0.568
H  1.337  -2.430  -0.453
H  -0.244  -0.978  3.205
H  0.947  -2.201  2.894

Atoms 1-3, force components in eV/Å:
-1.0 3.9 -2.6
-0.3 2.5 0.7
-0.1 -5.2 -1.4

energy = -11246.9671 eV
net charge = +1
max |F| = 5.373 eV/A
Kohn-Sham gap = 0.33460 Ha